No. 1
Density functional theory data (ωB97M-V with the def2-TZVPD basis set) for a 7-piece molecular cluster, C30H60N8O13PS3 overall in a non-equilibrium geometry.

Summary:
Electronic energy: -4131.2494 a.u.
Gap between HOMO and LUMO: 7.23 eV
Charge: -1
Strongest force on any atom: 2.29 eV/A

Last column: Mulliken charge in e.
Cartesian coordinates (Å):
1 N -1.550 3.405 4.080  -0.6281
2 C -1.549 3.099 2.956  0.7232
3 O -1.561 2.578 1.778  -0.3662
4 C -0.329 1.838 1.457  0.8353
5 C 0.955 2.300 2.127  -0.2690
6 C 1.253 1.658 3.508  -0.5870
7 C 2.722 1.308 3.750  -0.4606
8 S 3.943 2.575 3.252  -0.2140
9 C -0.226 2.086 -0.092  -1.4619
10 C 0.898 1.400 -0.886  -0.3028
11 C 1.532 2.457 -1.846  -1.5260
12 C 2.199 3.628 -1.111  -0.8482
13 S 3.939 3.213 -0.887  1.0247
14 O 4.542 3.239 -2.187  -0.6825
15 O 4.034 1.959 -0.229  -0.2873
16 O 4.550 4.397 0.034  -0.4478
17 N -1.535 1.526 -0.491  -0.1284
18 C -1.638 0.298 0.200  -1.6414
19 O -2.327 -0.594 -0.207  -0.5740
20 C -0.761 0.349 1.518  3.0392
21 P -1.973 -0.208 2.840  -0.0558
22 S -3.834 0.316 2.579  -0.3483
23 C 0.315 -0.795 1.416  -1.1365
24 O -0.141 -1.905 1.078  -0.5764
25 O 1.516 -0.584 1.652  -0.5355
26 H 0.913 3.391 2.267  0.8772
27 H 1.820 2.117 1.489  -0.4342
28 H 0.613 0.794 3.680  -0.1233
29 H 0.963 2.381 4.279  0.6712
30 H 3.002 0.351 3.313  0.0415
31 H 2.856 1.200 4.829  0.5179
32 H 3.293 3.506 2.528  0.0499
33 H -0.287 3.176 -0.192  1.0476
34 H 1.688 0.993 -0.247  -0.1276
35 H 0.522 0.556 -1.465  0.7781
36 H 2.219 1.976 -2.534  0.5969
37 H 0.704 2.876 -2.410  0.4078
38 H 1.782 3.828 -0.119  0.5028
39 H 2.109 4.556 -1.681  0.5110
40 H 3.813 4.992 0.230  0.3912
41 H -1.568 1.430 -1.499  0.4446
42 H -1.826 -1.609 2.860  0.0586
43 H -1.451 0.264 4.067  0.1492
44 C -3.829 -4.903 -0.249  0.0143
45 O -4.140 -4.292 0.753  -0.5723
46 N -2.667 -4.776 -0.916  0.2957
47 C -2.386 -5.552 -2.101  -0.9589
48 C -1.656 -3.830 -0.436  -0.7345
49 H -4.507 -5.647 -0.710  0.2697
50 H -1.493 -6.162 -1.940  0.3075
51 H -2.211 -4.883 -2.948  0.3103
52 H -3.223 -6.208 -2.336  0.3336
53 H -1.358 -4.090 0.577  0.3097
54 H -2.067 -2.824 -0.422  0.1119
55 H -0.786 -3.860 -1.089  0.3638
56 C 5.965 -3.485 -0.660  0.0005
57 O 6.968 -3.307 -1.333  -0.6398
58 N 5.076 -2.538 -0.328  0.2594
59 C 3.902 -2.827 0.481  -0.8480
60 C 5.287 -1.178 -0.789  -0.8292
61 H 5.704 -4.480 -0.257  0.3455
62 H 2.997 -2.588 -0.078  0.5171
63 H 3.922 -2.222 1.389  0.1097
64 H 3.883 -3.881 0.754  0.2666
65 H 5.309 -1.162 -1.880  0.3640
66 H 6.246 -0.809 -0.420  0.3035
67 H 4.489 -0.537 -0.426  0.1562
68 C -7.869 0.084 4.774  0.1124
69 O -6.712 0.080 5.129  -0.5270
70 N -8.325 -0.382 3.590  0.1615
71 C -9.730 -0.343 3.250  -0.9232
72 C -7.384 -0.940 2.625  -0.7955
73 H -8.676 0.481 5.417  0.2190
74 H -10.094 -1.358 3.066  0.3218
75 H -9.875 0.256 2.347  0.3196
76 H -10.307 0.097 4.062  0.2995
77 H -6.863 -1.787 3.072  0.3172
78 H -6.643 -0.189 2.349  0.1150
79 H -7.920 -1.267 1.737  0.3593
80 C 5.650 -1.860 3.825  0.0666
81 O 5.194 -1.310 4.807  -0.6330
82 N 5.916 -3.179 3.728  0.1809
83 C 6.455 -3.766 2.517  -0.9469
84 C 5.651 -4.029 4.873  -1.0215
85 H 5.883 -1.303 2.901  0.3705
86 H 5.765 -4.524 2.137  0.2856
87 H 7.418 -4.235 2.731  0.4174
88 H 6.595 -3.004 1.753  0.2900
89 H 4.594 -3.973 5.135  0.3116
90 H 6.235 -3.687 5.729  0.2919
91 H 5.915 -5.058 4.640  0.3999
92 C -4.316 1.976 -4.008  0.0152
93 O -3.438 2.584 -3.427  -0.5343
94 N -4.729 0.733 -3.704  0.2907
95 C -5.779 0.070 -4.447  -0.9354
96 C -4.097 0.033 -2.592  -0.9179
97 H -4.860 2.414 -4.865  0.2266
98 H -6.605 -0.177 -3.776  0.3177
99 H -5.391 -0.851 -4.889  0.3182
100 H -6.149 0.715 -5.242  0.3075
101 H -4.234 0.603 -1.673  0.3280
102 H -3.029 -0.061 -2.781  0.1638
103 H -4.533 -0.955 -2.473  0.4388
104 C 1.718 2.689 -5.303  0.1401
105 O 0.830 2.348 -4.548  -0.6163
106 N 1.741 3.851 -5.985  0.1359
107 C 2.833 4.205 -6.869  -0.9555
108 C 0.631 4.775 -5.823  -0.9190
109 H 2.602 2.057 -5.490  0.3098
110 H 3.300 5.130 -6.525  0.3476
111 H 2.453 4.350 -7.883  0.3563
112 H 3.581 3.415 -6.881  0.2899
113 H 0.542 5.064 -4.775  0.2386
114 H -0.299 4.289 -6.123  0.3071
115 H 0.793 5.661 -6.433  0.3928


No. 2
Density functional theory data (ωB97M-V with the def2-TZVPD basis set) for a 10-piece molecular cluster, C30H60O18 overall in a non-equilibrium geometry.

Summary:
Electronic energy: -2533.3831 a.u.
Gap between HOMO and LUMO: 9.76 eV
Relative energy (zero: lowest compared OMol25 entry of this formula, charge and spin): 23.2 kcal per mole
SMILES: COC(=O)OC.COC(=O)OC.COC(=O)OC.COC(=O)OC.CC(C)=O.CC(C)=O.CC(C)=O.CC(C)=O.CC(C)=O.CC(C)=O
Strongest force on any atom: 2.45 eV/A

Last column: Mulliken charge in e.
Cartesian coordinates (Å):
1 C -12.318 -24.426 -19.003  -0.6946
2 O -12.416 -24.450 -20.414  -0.3472
3 C -11.799 -25.461 -20.992  0.8194
4 O -11.083 -26.209 -20.418  -0.5599
5 O -12.051 -25.430 -22.267  -0.1636
6 C -11.326 -26.292 -23.131  -0.7235
7 H -12.914 -25.224 -18.540  0.2728
8 H -12.783 -23.523 -18.614  0.2451
9 H -11.287 -24.526 -18.679  0.3104
10 H -11.866 -27.217 -23.333  0.2015
11 H -10.335 -26.612 -22.796  0.3332
12 H -11.140 -25.699 -24.019  0.2841
13 C -20.145 -31.686 -32.636  -0.7660
14 O -19.622 -30.842 -31.617  -0.3120
15 C -18.393 -30.991 -31.159  0.7645
16 O -17.582 -31.743 -31.560  -0.5348
17 O -18.190 -30.105 -30.178  -0.2887
18 C -17.116 -30.369 -29.278  0.1583
19 H -21.017 -31.277 -33.126  0.2561
20 H -20.410 -32.650 -32.189  0.3064
21 H -19.366 -31.908 -33.370  0.3422
22 H -17.284 -31.301 -28.742  0.4347
23 H -17.177 -29.556 -28.556  -0.4086
24 H -16.106 -30.296 -29.678  -0.1544
25 C -12.885 -27.591 -26.885  -0.6878
26 O -13.657 -27.212 -28.000  0.1306
27 C -14.972 -27.405 -27.920  0.4920
28 O -15.541 -28.005 -27.039  -0.4457
29 O -15.498 -26.862 -29.023  -0.2381
30 C -16.906 -26.810 -29.166  -0.5328
31 H -13.008 -28.659 -26.712  0.2952
32 H -13.203 -27.084 -25.975  0.3617
33 H -11.854 -27.349 -27.098  0.0170
34 H -17.236 -25.789 -28.974  0.2935
35 H -17.426 -27.560 -28.585  0.2121
36 H -17.191 -27.006 -30.201  0.1375
37 C -13.558 -28.398 -20.863  -0.1330
38 O -14.543 -29.112 -21.601  -0.3584
39 C -14.242 -29.599 -22.772  0.8745
40 O -13.181 -29.558 -23.317  -0.5791
41 O -15.326 -30.228 -23.200  -0.3920
42 C -15.332 -30.856 -24.455  -0.5434
43 H -13.034 -29.163 -20.280  0.3406
44 H -14.014 -27.767 -20.110  0.2056
45 H -12.847 -27.909 -21.506  -0.1486
46 H -16.358 -30.985 -24.772  0.1461
47 H -14.823 -31.812 -24.391  0.4384
48 H -14.878 -30.252 -25.242  0.1571
49 C -13.781 -23.454 -25.186  -0.2871
50 C -15.231 -23.087 -25.045  0.6949
51 O -15.681 -22.103 -25.567  -0.5760
52 C -16.129 -23.943 -24.196  -0.9881
53 H -13.147 -22.650 -25.531  0.3555
54 H -13.914 -24.221 -25.963  -0.0847
55 H -13.375 -23.945 -24.302  0.0386
56 H -15.983 -25.023 -24.240  0.2427
57 H -17.177 -23.755 -24.420  0.3389
58 H -15.989 -23.574 -23.171  0.2896
59 C -18.176 -28.916 -25.239  -0.3869
60 C -19.214 -29.989 -25.033  0.7514
61 O -19.929 -29.976 -24.057  -0.5980
62 C -19.299 -31.132 -26.008  -0.8207
63 H -17.331 -29.172 -24.603  0.0347
64 H -18.543 -27.943 -24.925  0.4692
65 H -17.834 -28.836 -26.270  -0.1073
66 H -18.377 -31.243 -26.580  0.0961
67 H -20.121 -30.944 -26.706  0.3384
68 H -19.540 -32.066 -25.507  0.3224
69 C -11.114 -24.774 -32.397  -1.1926
70 C -10.537 -25.401 -31.145  0.8740
71 O -9.528 -26.046 -31.147  -0.5591
72 C -11.341 -25.169 -29.907  -0.8524
73 H -12.143 -25.086 -32.566  0.3261
74 H -10.528 -25.002 -33.281  0.2994
75 H -11.047 -23.695 -32.202  0.3670
76 H -12.384 -25.465 -30.039  0.1502
77 H -11.405 -24.086 -29.736  0.5189
78 H -10.942 -25.602 -28.996  0.1230
79 C -21.662 -25.661 -32.387  -1.0793
80 C -20.833 -26.575 -33.245  0.6237
81 O -20.761 -26.418 -34.449  -0.5664
82 C -19.933 -27.546 -32.546  -0.5387
83 H -22.499 -25.169 -32.869  0.3328
84 H -21.027 -24.890 -31.946  0.2683
85 H -22.054 -26.266 -31.557  0.3253
86 H -19.192 -26.994 -31.956  0.0243
87 H -19.308 -28.083 -33.253  0.3216
88 H -20.534 -28.164 -31.882  0.3122
89 C -13.083 -28.377 -31.355  -0.2395
90 C -14.380 -28.869 -31.928  0.8516
91 O -15.304 -28.134 -32.154  -0.5868
92 C -14.429 -30.344 -32.242  -1.2511
93 H -12.228 -28.990 -31.639  0.4526
94 H -13.178 -28.530 -30.268  -0.1337
95 H -12.854 -27.325 -31.487  -0.1288
96 H -13.624 -30.548 -32.949  0.5099
97 H -15.355 -30.533 -32.778  0.2162
98 H -14.364 -30.907 -31.316  0.2831
99 C -9.328 -28.424 -28.340  -0.6696
100 C -10.033 -29.755 -28.080  0.8524
101 O -11.190 -29.924 -28.462  -0.4954
102 C -9.293 -30.855 -27.357  -1.3274
103 H -8.487 -28.663 -28.996  0.4258
104 H -9.020 -27.936 -27.421  0.3136
105 H -10.044 -27.836 -28.907  -0.1086
106 H -8.511 -31.275 -28.001  0.3317
107 H -9.961 -31.681 -27.119  0.3437
108 H -8.835 -30.525 -26.422  0.3395